The following is a DFT calculation (ωB97M-V/def2-TZVPD) of a cluster of 9 separate species, C30H77BClNO13P in total.

Structure (ORCA input):
```
! RIJCOSX wB97M-V def2-TZVPD def2/J DEFGRID3
* xyz 1 1
C -4.522 -0.608 -0.132
C -3.577 0.568 -0.284
O -2.201 0.099 -0.371
B -1.541 0.128 -1.537
O -1.322 1.265 -2.260
N -0.991 -1.180 -2.086
C -0.609 -2.177 -1.345
C -0.511 -2.202 0.135
C 0.417 -1.139 0.761
C 1.590 -0.717 -0.115
C 2.347 0.494 0.432
C 2.981 1.334 -0.687
C 2.266 2.680 -0.834
C 2.537 3.406 -2.161
O 3.663 2.837 -2.791
C 3.983 3.420 -4.047
C -0.289 -3.374 -2.150
C -0.520 -2.982 -3.604
O -1.565 -3.701 -4.214
C -0.790 -1.466 -3.541
P -1.915 -0.880 -4.903
O -1.536 0.692 -5.007
Cl -3.650 -0.829 -3.763
H -4.017 -1.436 0.365
H -4.888 -0.973 -1.092
H -5.383 -0.316 0.469
H -3.803 1.171 -1.164
H -3.616 1.216 0.589
H -0.419 1.611 -2.299
H -1.515 -2.114 0.551
H -0.144 -3.195 0.401
H -0.161 -0.253 1.026
H 0.792 -1.555 1.698
H 2.292 -1.551 -0.243
H 1.226 -0.447 -1.112
H 1.631 1.114 0.983
H 3.095 0.181 1.162
H 4.027 1.527 -0.450
H 2.994 0.800 -1.642
H 1.186 2.516 -0.725
H 2.554 3.309 0.009
H 1.664 3.345 -2.830
H 2.706 4.474 -1.977
H 3.169 4.054 -4.407
H 4.167 2.624 -4.768
H 4.896 4.014 -3.962
H -1.049 -4.106 -1.834
H 0.658 -3.855 -1.910
H 0.390 -3.121 -4.183
H -2.281 -3.851 -3.584
H 0.139 -0.958 -3.813
H -2.091 1.302 -4.506
C -1.382 2.044 2.575
C -0.037 2.097 3.276
O 0.876 3.006 2.670
H -1.261 1.789 1.520
H -2.034 1.302 3.041
H -1.880 3.015 2.626
H 0.455 1.121 3.227
H -0.174 2.349 4.332
H 0.504 3.899 2.707
C 4.993 2.148 4.440
C 3.911 2.595 5.405
O 2.846 3.267 4.749
H 5.390 3.002 3.892
H 5.814 1.660 4.968
H 4.590 1.438 3.712
H 4.312 3.309 6.124
H 3.530 1.736 5.969
H 2.440 2.686 4.095
C 1.201 8.192 2.476
C 0.261 7.060 2.833
O 0.650 5.825 2.222
H 1.244 8.325 1.395
H 0.868 9.126 2.929
H 2.211 7.984 2.834
H -0.744 7.260 2.465
H 0.205 6.937 3.919
H 1.545 5.623 2.524
C 4.409 -1.275 -4.690
C 3.048 -0.638 -4.509
O 2.308 -1.236 -3.432
H 4.312 -2.344 -4.879
H 4.936 -0.823 -5.530
H 5.021 -1.141 -3.795
H 2.431 -0.779 -5.397
H 3.144 0.438 -4.332
H 2.818 -1.113 -2.624
C 4.906 1.454 -8.367
C 6.167 2.044 -7.766
O 6.139 2.045 -6.339
H 4.028 2.004 -8.025
H 4.938 1.492 -9.456
H 4.788 0.408 -8.071
H 6.278 3.089 -8.053
H 7.049 1.504 -8.125
H 6.067 1.131 -6.046
C -2.439 -5.513 1.592
C -3.464 -4.502 1.126
O -3.238 -4.065 -0.224
H -1.428 -5.106 1.524
H -2.635 -5.792 2.628
H -2.479 -6.418 0.980
H -3.427 -3.596 1.732
H -4.473 -4.913 1.214
H -3.307 -4.838 -0.793
C -6.331 -6.606 4.248
C -5.148 -6.565 5.195
O -4.104 -5.719 4.718
H -6.017 -6.949 3.262
H -7.105 -7.279 4.620
H -6.771 -5.612 4.137
H -4.700 -7.552 5.298
H -5.469 -6.240 6.191
H -4.457 -4.828 4.616
C -5.411 -0.763 5.781
C -5.798 -2.069 5.119
O -4.755 -2.583 4.282
H -5.154 -0.016 5.030
H -6.231 -0.380 6.388
H -4.545 -0.900 6.434
H -6.653 -1.931 4.459
H -6.073 -2.813 5.874
H -3.974 -2.707 4.833
*
```

Results
Strongest force on any atom: 0.01696 Eh/bohr
LUMO level: -0.11471 hartree
HOMO: -11.5 eV
E: -82950.58410 eV
HOMO-LUMO gap: 8.395 eV

---

The following is a DFT calculation (ωB97M-V/def2-TZVPD) of a structure of composition CH5ErO2 at a distorted geometry.

Structure (ORCA input):
```
! RIJCOSX wB97M-V def2-TZVPD def2/J DEFGRID3
* xyz 1 5
O -0.639 2.461 0.311
Er 0.789 2.794 2.023
H -0.823 2.723 -0.596
C 0.097 -1.703 -0.259
H -0.770 -1.768 -0.936
H 0.847 -2.444 -0.562
H -0.236 -1.952 0.761
O 0.712 -0.432 -0.313
H 0.024 0.321 -0.429
*
```

Results
Strongest force on any atom: 0.09250 Eh/bohr
LUMO level (spin up / spin down): -0.20625 / -0.23578 hartree
HOMO (spin up / spin down): -12.7 / -13.2 eV
E: -32824.46579 eV
<S²>: 6.002
HOMO-LUMO gap (spin up / spin down): 7.039 / 6.822 eV

---

The following is a DFT calculation (ωB97M-V/def2-TZVPD) of an isolated molecule of C15H19N3O3.

Structure (ORCA input):
```
! RIJCOSX wB97M-V def2-TZVPD def2/J DEFGRID3
* xyz 0 1
C 0.353 3.673 5.238
C 0.698 4.542 4.031
C 1.698 5.624 4.435
C 1.275 3.709 2.881
C 0.266 2.725 2.290
N 0.812 2.056 1.129
C 0.828 0.713 1.020
O 0.458 -0.050 1.880
N 1.371 0.276 -0.202
C 1.176 -0.928 -0.828
O 1.602 -1.119 -1.941
C 0.399 -1.979 -0.049
O 0.084 -3.086 -0.855
C -0.733 -2.946 -1.920
C -0.889 -4.106 -2.687
C -1.717 -4.136 -3.786
C -2.426 -3.000 -4.160
C -2.288 -1.847 -3.425
C -1.448 -1.798 -2.301
C -1.384 -0.545 -1.659
N -1.389 0.516 -1.215
H -0.430 2.959 4.998
H 1.231 3.124 5.572
H 0.005 4.294 6.059
H -0.217 5.030 3.678
H 1.932 6.270 3.592
H 1.292 6.239 5.234
H 2.622 5.171 4.788
H 2.148 3.157 3.234
H 1.605 4.387 2.089
H 0.017 1.940 3.004
H -0.652 3.254 2.010
H 1.032 2.629 0.330
H 1.810 0.968 -0.798
H -0.493 -1.540 0.411
H 1.034 -2.365 0.754
H -0.331 -4.977 -2.383
H -1.813 -5.046 -4.358
H -3.075 -3.019 -5.022
H -2.824 -0.950 -3.700
*
```

Results
Strongest force on any atom: 0.01769 Eh/bohr
LUMO level: 0.02224 hartree
HOMO: -8.9 eV
E: -26476.89044 eV
SMILES: CC(C)CCNC(=O)NC(=O)COc1ccccc1C#N
HOMO-LUMO gap: 9.508 eV

---

The following is a DFT calculation (ωB97M-V/def2-TZVPD) of a cluster of 4 separate species, C18H30Br2ClIO7S in total at a distorted geometry.

Structure (ORCA input):
```
! RIJCOSX wB97M-V def2-TZVPD def2/J DEFGRID3
* xyz 0 1
C 3.774 5.067 -4.094
C 2.553 3.944 -3.902
Br 1.793 3.793 -2.052
C 2.037 3.093 -5.008
Br 2.902 3.407 -6.828
C 0.878 1.939 -4.902
Cl 0.811 1.209 -6.643
O 1.293 0.779 -4.075
S 0.057 0.662 -2.901
O 0.770 0.631 -1.501
O -0.628 -0.745 -2.915
O -0.944 2.042 -3.242
C -0.689 2.351 -4.658
I -1.722 0.786 -5.867
C -1.307 3.710 -5.336
C -2.330 4.563 -4.381
C -2.957 5.771 -5.353
C -3.641 3.710 -3.850
H 3.694 5.664 -5.101
H 3.865 5.787 -3.146
H 4.779 4.423 -4.081
H -1.931 3.399 -6.302
H -0.421 4.383 -5.730
H -1.718 5.078 -3.518
H -3.220 6.742 -4.755
H -3.985 5.382 -5.815
H -2.267 6.000 -6.281
H -3.446 3.466 -2.714
H -3.697 2.727 -4.482
H -4.655 4.337 -3.920
C -0.493 -1.631 0.257
C -1.187 -2.796 0.909
O -1.654 -2.707 2.044
C -1.288 -4.074 0.120
H -0.495 -0.777 0.943
H 0.543 -1.895 0.031
H -1.021 -1.347 -0.656
H -0.288 -4.447 -0.112
H -1.852 -3.899 -0.799
H -1.814 -4.828 0.716
C 0.067 -1.680 4.162
C 0.836 -1.780 5.453
O 1.420 -2.815 5.769
C 0.862 -0.564 6.340
H 0.135 -2.631 3.625
H -0.985 -1.471 4.372
H 0.493 -0.893 3.536
H -0.154 -0.306 6.647
H 1.324 0.272 5.811
H 1.454 -0.782 7.236
C 1.907 -5.096 7.607
C 1.213 -6.261 8.259
O 0.746 -6.172 9.394
C 1.112 -7.539 7.470
H 1.905 -4.242 8.293
H 2.943 -5.360 7.381
H 1.379 -4.812 6.694
H 2.112 -7.912 7.238
H 0.548 -7.364 6.551
H 0.586 -8.293 8.066
*
```

Results
Strongest force on any atom: 0.18301 Eh/bohr
LUMO level: -0.04225 hartree
HOMO: -8.7 eV
E: -205018.14503 eV
HOMO-LUMO gap: 7.576 eV

---

The following is a DFT calculation (ωB97M-V/def2-TZVPD) of a structure of composition C10H11LiN7 at a distorted geometry.

Structure (ORCA input):
```
! RIJCOSX wB97M-V def2-TZVPD def2/J DEFGRID3
* xyz 1 1
Li 0.716 -0.252 -1.142
N 4.871 -0.166 -0.722
C 3.893 -0.174 -1.640
N 2.729 -0.177 -1.035
C 3.049 -0.169 0.291
N 4.347 -0.163 0.497
C 2.043 -0.169 1.334
C 2.375 -0.167 2.694
N 1.443 -0.168 3.624
C 0.180 -0.170 3.231
C -0.160 -0.176 1.880
N 0.768 -0.176 0.937
H 5.873 -0.167 -0.850
H 4.057 -0.176 -2.700
H 3.403 -0.166 3.025
H -0.569 -0.170 4.008
H -1.188 -0.183 1.545
C -4.438 1.313 -1.168
N -3.281 0.460 -1.224
C -3.263 -0.893 -1.074
C -1.971 -1.281 -1.267
N -1.200 -0.186 -1.524
C -2.022 0.843 -1.490
H -5.332 0.698 -1.086
H -4.501 1.913 -2.077
H -4.390 1.985 -0.308
H -4.144 -1.457 -0.840
H -1.557 -2.271 -1.262
H -1.732 1.863 -1.659
*
```

Results
Strongest force on any atom: 0.02220 Eh/bohr
LUMO level: -0.11605 hartree
HOMO: -12.4 eV
E: -21180.87133 eV
HOMO-LUMO gap: 9.211 eV

---

The following is a DFT calculation (ωB97M-V/def2-TZVPD) of an isolated molecule of C5H7NO2 at a distorted geometry.

Structure (ORCA input):
```
! RIJCOSX wB97M-V def2-TZVPD def2/J DEFGRID3
* xyz 0 1
C -2.548 -0.075 0.277
C -1.121 0.084 0.077
C -0.011 -0.687 0.157
C 1.175 0.062 -0.102
C 2.454 -0.513 -0.539
O 2.236 -0.151 0.844
N 0.737 1.409 -0.376
O -0.715 1.366 -0.178
H -2.801 -0.778 1.176
H -3.202 -0.569 -0.498
H -3.177 0.831 0.366
H 0.118 -1.797 0.381
H 2.602 -1.540 -0.712
H 3.085 0.230 -1.050
H 1.168 2.128 0.176
*
```

Results
Strongest force on any atom: 0.08508 Eh/bohr
LUMO level: 0.03584 hartree
HOMO: -8.2 eV
E: -10879.52950 eV
SMILES: CC1=C[C@@]2(CO2)NO1
HOMO-LUMO gap: 9.198 eV

---

The following is a DFT calculation (ωB97M-V/def2-TZVPD) of a structure of composition C40H36BrN7O4RbS2 at a distorted geometry.

Structure (ORCA input):
```
! RIJCOSX wB97M-V def2-TZVPD def2/J DEFGRID3
* xyz -1 1
Rb 1.704 1.287 0.629
N -0.958 -0.209 5.111
C -0.411 -0.553 3.889
S 0.989 -1.515 3.923
N -1.124 -0.258 2.857
N -0.799 -0.254 1.589
C -1.589 -0.840 0.742
C -2.747 -1.647 1.202
C -2.578 -2.757 2.024
C -3.682 -3.436 2.509
C -4.961 -3.004 2.194
C -5.135 -1.893 1.383
C -4.035 -1.226 0.880
C -1.418 -0.667 -0.685
C -1.920 -1.651 -1.559
C -1.782 -1.477 -2.916
C -1.162 -0.324 -3.386
C -0.678 0.579 -2.451
N -0.791 0.421 -1.146
H -0.313 -0.240 5.884
H -1.601 0.565 5.092
H -1.580 -3.081 2.289
H -3.545 -4.305 3.139
H -5.822 -3.530 2.584
H -6.131 -1.544 1.144
H -4.160 -0.356 0.249
H -2.384 -2.544 -1.163
H -2.136 -2.233 -3.605
H -1.055 -0.139 -4.444
H -0.177 1.486 -2.769
C 3.631 2.431 -2.276
O 2.916 1.245 -2.003
C 3.055 0.179 -2.815
C 3.802 0.149 -3.982
C 3.817 -1.012 -4.749
Br 4.907 -1.050 -6.316
C 3.094 -2.129 -4.416
C 2.349 -2.129 -3.226
C 2.353 -0.983 -2.407
O 1.711 -0.945 -1.244
C 1.570 -3.274 -2.819
N 0.872 -3.321 -1.701
C 0.249 -4.535 -1.670
C -0.618 -5.084 -0.731
C -1.085 -6.361 -0.968
C -0.716 -7.082 -2.105
C 0.132 -6.547 -3.058
C 0.605 -5.267 -2.829
N 1.441 -4.439 -3.535
H 4.712 2.273 -2.200
H 3.313 3.142 -1.509
H 3.389 2.828 -3.267
H 4.363 1.014 -4.297
H 3.103 -2.994 -5.061
H 1.236 -1.818 -1.142
H -0.915 -4.525 0.142
H -1.752 -6.825 -0.257
H -1.101 -8.081 -2.248
H 0.411 -7.105 -3.940
H 1.881 -4.653 -4.412
C -5.299 9.989 1.793
C -4.347 8.832 1.636
O -4.304 8.100 0.685
S -3.262 8.660 3.024
C -2.049 7.507 2.396
C -2.213 6.138 2.551
C -1.255 5.283 2.057
C -0.107 5.769 1.406
C 0.032 7.161 1.274
C -0.925 8.019 1.761
C 0.867 4.878 0.918
C 1.738 4.130 0.485
H -6.296 9.688 1.474
H -4.963 10.793 1.137
H -5.315 10.350 2.818
H -3.093 5.758 3.051
H -1.376 4.215 2.164
H 0.907 7.557 0.778
H -0.812 9.090 1.656
C 3.475 -3.505 2.354
N 4.215 -2.410 1.768
C 5.642 -2.292 1.967
C 3.559 -1.386 1.210
O 4.091 -0.394 0.749
H 4.165 -4.240 2.760
H 2.855 -3.986 1.596
H 2.823 -3.148 3.154
H 6.054 -3.245 2.286
H 5.865 -1.531 2.720
H 6.109 -1.986 1.030
H 2.473 -1.548 1.195
*
```

Results
Strongest force on any atom: 0.03621 Eh/bohr
LUMO level: 0.06340 hartree
HOMO: -4.4 eV
E: -153054.41058 eV
HOMO-LUMO gap: 6.167 eV

---

The following is a DFT calculation (ωB97M-V/def2-TZVPD) of a cluster of 8 separate species, C30H37Br4N5O9 in total at a distorted geometry.

Structure (ORCA input):
```
! RIJCOSX wB97M-V def2-TZVPD def2/J DEFGRID3
* xyz 0 1
N -0.304 -0.744 1.677
H 0.267 0.073 1.841
H -1.243 -0.485 1.941
H 0.068 -1.640 1.957
H -0.296 -0.769 0.667
C -0.503 -5.231 1.095
C 0.879 -4.595 1.286
O 0.847 -3.289 1.850
H -0.370 -6.237 0.698
H -0.925 -4.775 0.199
H -1.230 -5.274 1.906
H 1.419 -4.621 0.339
H 1.402 -5.212 2.016
Br -5.189 -3.649 3.161
C -3.487 -3.714 2.165
C -3.562 -3.276 0.704
Br -3.313 -1.276 0.434
H -3.188 -4.761 2.201
H -2.788 -3.043 2.665
H -4.403 -3.649 0.119
H -2.756 -3.741 0.137
Br 5.309 -0.283 1.845
C 3.902 -1.696 2.086
C 4.269 -2.813 3.051
Br 4.449 -2.269 4.957
H 3.744 -2.343 1.224
H 2.882 -1.337 2.227
H 5.284 -3.170 2.876
H 3.526 -3.604 2.943
C -4.611 4.072 -1.146
C -4.651 4.704 0.076
C -3.939 4.120 1.158
C -3.203 2.982 0.920
C -3.082 2.391 -0.353
C -3.785 2.924 -1.425
N -2.441 2.408 2.100
O -2.327 3.123 3.095
O -1.828 1.319 1.943
H -5.112 4.564 -1.967
H -5.092 5.689 0.120
H -4.075 4.594 2.118
H -2.451 1.517 -0.409
H -3.670 2.478 -2.403
C 0.808 5.898 0.082
C 0.066 4.733 -0.011
C 0.489 3.533 0.526
C 1.639 3.518 1.280
C 2.439 4.710 1.418
C 2.016 5.906 0.844
N 2.250 2.273 1.852
O 1.530 1.291 1.823
O 3.463 2.277 2.150
H 0.402 6.776 -0.399
H -0.886 4.813 -0.514
H -0.168 2.676 0.532
H 3.340 4.687 2.012
H 2.612 6.776 1.076
C 3.159 3.611 -2.544
C 1.977 2.945 -2.523
C 1.861 1.652 -1.935
C 2.987 0.998 -1.514
C 4.260 1.662 -1.685
C 4.337 2.995 -2.080
N 2.907 -0.421 -1.021
O 3.997 -1.052 -1.031
O 1.811 -0.832 -0.665
H 3.183 4.641 -2.866
H 1.115 3.520 -2.828
H 0.829 1.350 -1.840
H 5.082 1.135 -1.225
H 5.248 3.573 -2.032
C -1.130 -5.083 -3.478
C -0.381 -4.674 -2.425
C -0.428 -3.318 -2.056
C -1.214 -2.368 -2.744
C -2.060 -2.794 -3.758
C -1.981 -4.145 -4.106
N -1.329 -0.958 -2.244
O -1.881 -0.151 -2.902
O -0.736 -0.653 -1.260
H -1.198 -6.151 -3.622
H 0.268 -5.341 -1.877
H 0.231 -3.003 -1.260
H -2.713 -2.120 -4.294
H -2.622 -4.347 -4.951
*
```

Results
Strongest force on any atom: 0.06734 Eh/bohr
LUMO level: -0.05187 hartree
HOMO: -6.5 eV
E: -337743.99021 eV
HOMO-LUMO gap: 5.129 eV

---

What is the formula in the third record?
C15H19N3O3

---

What did the second record say?
The following is a DFT calculation (ωB97M-V/def2-TZVPD) of a structure of composition CH5ErO2 at a distorted geometry.

Structure (ORCA input):
```
! RIJCOSX wB97M-V def2-TZVPD def2/J DEFGRID3
* xyz 1 5
O -0.639 2.461 0.311
Er 0.789 2.794 2.023
H -0.823 2.723 -0.596
C 0.097 -1.703 -0.259
H -0.770 -1.768 -0.936
H 0.847 -2.444 -0.562
H -0.236 -1.952 0.761
O 0.712 -0.432 -0.313
H 0.024 0.321 -0.429
*
```

Results
Strongest force on any atom: 0.09250 Eh/bohr
LUMO level (spin up / spin down): -0.20625 / -0.23578 hartree
HOMO (spin up / spin down): -12.7 / -13.2 eV
E: -32824.46579 eV
<S²>: 6.002
HOMO-LUMO gap (spin up / spin down): 7.039 / 6.822 eV

---

Look up the E of the third one.
-26476.89044 eV